Entry from OMol25: 9 unconnected molecules or ions with the total composition C12H32F30N4O4P5 in a non-equilibrium geometry (the ωB97M-V functional and the def2-TZVPD basis).

Values from the calculation:
Gap between HOMO and LUMO (alpha / beta) in eV: 3.0 / 7.6
LUMO energy (alpha / beta) in Eh: 0.075 / 0.074
DFT total energy in eV: -155109.0233
Net charge: -2
2S+1: 2

Atoms and positions in Å:
C 7.015 -2.358 1.355
C 5.997 -1.247 1.427
O 4.897 -1.406 1.988
N 6.270 -0.023 0.551
H 7.021 -0.099 -0.120
H 5.625 -0.015 -0.226
C 6.279 1.425 1.185
H 6.992 -2.587 0.290
H 6.812 -3.259 1.933
H 7.999 -2.060 1.717
H 7.245 1.481 1.689
H 5.494 1.466 1.940
H 6.325 2.276 0.506
C -5.084 2.630 1.778
C -4.040 1.574 1.577
O -3.070 1.662 0.835
N -4.316 0.444 2.576
H -5.251 0.495 2.954
H -4.488 -0.423 2.089
C -3.332 0.475 3.754
H -5.144 3.079 2.769
H -5.986 2.035 1.640
H -5.078 3.404 1.010
H -3.763 -0.217 4.478
H -3.318 1.512 4.088
H -2.300 0.170 3.583
C 1.707 -1.770 0.176
C 0.860 -0.569 -0.176
O 0.960 0.474 0.441
N -0.378 -0.884 -0.968
H -0.244 -1.692 -1.558
H -0.969 -1.333 -0.283
C -1.136 0.232 -1.611
H 2.702 -1.485 0.517
H 1.847 -2.539 -0.584
H 1.307 -2.339 1.016
H -1.242 0.991 -0.837
H -2.116 -0.147 -1.902
H -0.600 0.595 -2.488
C 1.920 3.153 -0.501
C 1.731 4.642 -0.659
O 2.535 5.455 -1.126
N 0.347 5.133 -0.367
H 0.420 6.136 -0.463
H -0.102 4.763 -1.193
C -0.390 4.641 0.922
H 1.002 2.666 -0.829
H 1.953 3.029 0.581
H 2.839 2.727 -0.903
H 0.120 5.096 1.771
H -0.305 3.554 0.929
H -1.435 4.911 0.767
P 0.022 -3.414 -3.784
F -1.229 -4.024 -4.570
F -0.843 -3.646 -2.411
F 0.636 -4.943 -3.605
F 1.227 -2.672 -2.996
F 0.818 -3.197 -5.224
F -0.721 -1.994 -3.948
P 4.068 -5.469 0.323
F 3.438 -4.228 1.081
F 5.449 -5.104 1.036
F 3.873 -6.422 1.643
F 4.771 -6.734 -0.469
F 2.664 -5.842 -0.397
F 4.191 -4.251 -0.798
P -5.912 -0.903 -1.024
F -6.471 -0.300 -2.522
F -6.207 0.561 -0.361
F -7.472 -1.361 -0.652
F -5.537 -1.469 0.448
F -5.707 -2.408 -1.746
F -4.384 -0.456 -1.405
P -1.939 4.465 -3.005
F -0.271 4.493 -2.980
F -1.888 3.306 -4.200
F -2.036 3.414 -1.783
F -3.536 4.346 -3.013
F -1.903 5.632 -1.985
F -1.931 5.643 -4.158
P -2.116 -2.706 2.039
F -1.246 -3.740 2.896
F -1.604 -3.153 0.553
F -3.335 -3.784 2.046
F -3.148 -1.771 1.326
F -2.771 -2.266 3.398
F -1.082 -1.478 2.209